1.
DFT (wB97M-V/def2-TZVPD) results for a molecular structure, C2H2FPd at a distorted geometry.

Last column: Löwdin spin population.
Cartesian coordinates (Å):
F (-2.412, 1.654, -0.242)  0.1640
H (-0.882, 0.224, -0.296)  0.0635
C (-0.211, 1.105, 0.132)  0.7303
C (-1.078, 2.099, 0.214)  0.7739
H (-0.972, 3.130, -0.131)  0.0522
Pd (1.479, 1.386, 0.006)  1.2160

Computed properties:
Multiplicity: 4
Highest occupied orbital energy (spin up / spin down), eV: -5.5077 / -10.7605
Gap between HOMO and LUMO (spin up / spin down), eV: 5.250 / 8.441



2.
DFT (wB97M-V/def2-TZVPD) results for 13 unconnected molecules or ions with the total composition C24H55Cl2N7O29 at a distorted geometry.

Last column: Mulliken charge in e.
Cartesian coordinates (Å):
Cl (-2.403, 5.252, -7.284)  -0.1735
C (-0.934, 4.292, -7.328)  -0.5017
C (-1.082, 3.033, -6.499)  -0.4900
Cl (-1.185, 3.484, -4.775)  -0.0912
H (-0.104, 4.939, -7.043)  0.3156
H (-0.707, 4.118, -8.383)  0.3562
H (-0.201, 2.399, -6.571)  0.2548
H (-1.967, 2.504, -6.843)  0.3178
C (4.206, -1.022, -0.713)  -1.0518
N (2.917, -1.758, -0.771)  1.3089
O (2.613, -2.423, 0.202)  -0.7003
O (2.166, -1.588, -1.701)  -0.4165
H (4.245, -0.545, -1.688)  0.3658
H (4.981, -1.779, -0.635)  0.3494
H (4.123, -0.331, 0.118)  0.0791
C (-2.974, -2.127, -2.456)  -0.6456
N (-3.742, -0.927, -2.007)  0.6952
O (-3.123, 0.069, -1.700)  -0.1894
O (-4.949, -1.011, -1.994)  -0.5868
H (-2.871, -2.058, -3.536)  0.3427
H (-3.622, -2.942, -2.144)  0.4423
H (-2.004, -2.176, -1.972)  -0.0991
C (-2.123, 4.785, 0.421)  -0.3045
N (-1.689, 5.672, -0.688)  0.9582
O (-1.092, 5.133, -1.609)  -0.5214
O (-1.866, 6.875, -0.606)  -0.5863
H (-2.480, 5.402, 1.237)  0.3100
H (-1.228, 4.216, 0.656)  0.1630
H (-2.907, 4.156, 0.014)  -0.0535
C (-4.966, 2.429, -1.524)  -0.0155
N (-5.421, 3.757, -2.025)  0.9830
O (-5.911, 4.491, -1.188)  -0.5728
O (-5.162, 4.036, -3.171)  -0.5831
H (-3.913, 2.496, -1.263)  -0.3377
H (-4.991, 1.727, -2.356)  0.2960
H (-5.593, 2.076, -0.713)  0.2558
C (1.362, -1.851, -3.671)  -0.3457
N (0.041, -2.155, -4.268)  1.0674
O (-0.670, -1.206, -4.563)  -0.5864
O (-0.321, -3.316, -4.310)  -0.6289
H (1.649, -0.856, -3.988)  -0.0887
H (2.067, -2.618, -3.975)  0.3144
H (1.232, -1.881, -2.590)  0.2982
C (-2.874, 0.626, 2.219)  -0.5735
N (-4.071, 1.424, 1.896)  1.1370
O (-5.168, 0.921, 1.992)  -0.5792
O (-3.825, 2.570, 1.578)  -0.5655
H (-2.217, 1.210, 2.858)  0.3168
H (-2.296, 0.485, 1.307)  0.0107
H (-3.105, -0.347, 2.639)  0.2705
C (3.515, -5.067, -0.032)  -0.7401
N (3.011, -4.400, -1.259)  1.0100
O (1.795, -4.250, -1.325)  -0.4052
O (3.776, -4.052, -2.133)  -0.5888
H (2.675, -5.317, 0.600)  0.1915
H (4.111, -4.270, 0.421)  0.2808
H (4.177, -5.889, -0.283)  0.3352
C (0.668, -1.795, 0.613)  -0.4694
O (0.091, -1.042, -0.452)  0.5210
C (-0.074, 0.243, -0.220)  -0.1412
O (0.115, 0.827, 0.817)  -0.6286
O (-0.468, 0.801, -1.349)  0.9669
C (-0.780, 2.159, -1.390)  -0.6843
H (1.073, -2.698, 0.161)  -0.0341
H (-0.130, -2.082, 1.294)  0.3217
H (1.552, -1.390, 1.103)  0.0545
H (-0.904, 2.564, -2.388)  -0.2649
H (-0.032, 2.793, -0.899)  0.3142
H (-1.659, 2.379, -0.773)  -0.0474
C (-0.375, -1.828, 4.836)  -0.5261
O (0.843, -2.367, 5.402)  -0.2222
C (0.655, -3.307, 6.324)  0.7045
O (-0.396, -3.691, 6.752)  -0.5409
O (1.856, -3.798, 6.634)  -0.3140
C (1.893, -4.664, 7.764)  -0.6844
H (-0.933, -1.198, 5.525)  0.3633
H (-0.901, -2.732, 4.535)  0.3525
H (-0.030, -1.239, 3.989)  0.0322
H (2.800, -5.270, 7.712)  0.2329
H (1.039, -5.331, 7.817)  0.3235
H (2.089, -4.046, 8.642)  0.2857
C (-4.881, -2.165, 1.214)  -0.7712
O (-3.511, -2.523, 1.329)  -0.1366
C (-3.116, -3.620, 0.736)  0.6783
O (-3.757, -4.316, -0.005)  -0.5989
O (-1.862, -3.853, 1.140)  -0.2051
C (-1.012, -4.678, 0.355)  -0.3530
H (-5.486, -3.031, 1.504)  0.3616
H (-5.238, -1.800, 0.256)  0.2449
H (-5.214, -1.504, 2.011)  0.3024
H (-1.484, -5.507, -0.171)  0.4166
H (-0.094, -5.011, 0.829)  0.1111
H (-0.728, -3.940, -0.404)  0.0233
C (1.633, 1.452, -3.549)  -0.5383
O (2.106, 2.642, -2.981)  -0.3295
C (2.473, 2.571, -1.715)  0.4280
O (2.367, 1.579, -1.035)  0.2384
O (2.931, 3.753, -1.367)  -0.4825
C (3.426, 3.937, -0.022)  -0.6215
H (2.437, 0.780, -3.862)  0.6226
H (0.954, 1.516, -4.398)  0.1745
H (1.046, 0.871, -2.834)  -0.1192
H (4.151, 3.138, 0.132)  0.3243
H (2.565, 3.890, 0.640)  0.2638
H (3.910, 4.906, -0.009)  0.2854
C (5.741, 1.659, 4.928)  -0.7362
O (4.655, 1.577, 4.009)  -0.3214
C (3.480, 2.069, 4.411)  0.6128
O (3.248, 2.617, 5.453)  -0.5944
O (2.549, 1.967, 3.473)  -0.3826
C (2.880, 1.647, 2.106)  -0.1815
H (6.653, 1.684, 4.335)  0.2485
H (5.709, 0.770, 5.555)  0.2789
H (5.744, 2.561, 5.538)  0.3362
H (3.688, 2.266, 1.720)  0.2280
H (1.991, 1.807, 1.510)  -0.0483
H (3.148, 0.590, 2.144)  0.3218

Computed properties:
Relative energy (zero: lowest compared OMol25 entry of this formula, charge and spin), kcal per mole: 124.79
Highest occupied orbital energy, eV: -10.4251
Gap between HOMO and LUMO, eV: 9.476



3.
DFT (wB97M-V/def2-TZVPD) results for 2 unconnected molecules or ions with the total composition CH4BrOP at a distorted geometry.

Last column: Mulliken charge in e.
Cartesian coordinates (Å):
C (-0.558, 0.439, 1.015)  -0.4731
O (0.609, 0.106, 1.537)  -0.3724
P (0.438, 0.522, -1.994)  -0.0088
Br (1.450, -1.304, -1.330)  -0.1772
H (-0.895, 1.436, 1.225)  0.2976
H (-1.225, -0.313, 0.626)  0.3747
H (0.943, -0.754, 1.216)  0.3111
H (-0.763, -0.133, -2.295)  0.0481

Computed properties:
Relative energy (zero: lowest compared OMol25 entry of this formula, charge and spin), kcal per mole: 45.31
Highest occupied orbital energy (spin up / spin down), eV: -7.4969 / -8.1320
Gap between HOMO and LUMO (spin up / spin down), eV: 6.473 / 8.633



4.
DFT (wB97M-V/def2-TZVPD) results for a molecular structure, C24H21F3IrN4SSb.

Last column: Löwdin spin population.
Cartesian coordinates (Å):
Ir (-0.178, -0.006, 0.194)  0.3269
C (3.120, 1.106, 1.528)  0.0094
C (1.976, 2.054, 1.460)  0.0027
C (2.107, 3.423, 1.742)  0.0026
C (1.015, 4.254, 1.663)  0.0001
C (-0.254, 3.731, 1.370)  0.0001
C (-0.344, 2.383, 1.126)  0.0012
N (0.758, 1.605, 1.135)  0.0213
Sb (-2.470, 1.611, 1.327)  -0.0030
C (-1.846, -0.072, 2.516)  -0.0013
C (-2.482, -0.391, 3.692)  0.0008
C (-2.062, -1.519, 4.384)  -0.0003
C (-1.032, -2.271, 3.868)  0.0005
C (-0.410, -1.913, 2.672)  0.0000
C (0.705, -2.753, 2.151)  0.0004
N (-0.829, -0.805, 2.012)  -0.0014
C (-2.774, 0.279, -0.399)  0.0007
C (-4.014, 0.336, -0.990)  -0.0004
C (-4.337, -0.628, -1.950)  0.0003
C (-3.409, -1.595, -2.267)  0.0016
C (-2.146, -1.606, -1.663)  0.0044
C (-1.143, -2.643, -2.047)  0.0046
N (-1.870, -0.668, -0.746)  0.0163
H (3.920, 1.538, 2.128)  0.0008
H (2.837, 0.158, 1.984)  0.0027
H (3.533, 0.913, 0.537)  0.0029
H (3.082, 3.803, 2.016)  0.0002
H (1.124, 5.314, 1.860)  0.0000
H (-1.127, 4.370, 1.375)  0.0000
H (-3.290, 0.222, 4.069)  0.0000
H (-2.542, -1.803, 5.313)  0.0000
H (-0.687, -3.158, 4.381)  0.0000
H (0.838, -3.632, 2.775)  0.0000
H (0.499, -3.103, 1.139)  0.0008
H (1.653, -2.210, 2.169)  0.0004
H (-4.727, 1.099, -0.706)  -0.0001
H (-5.309, -0.620, -2.425)  0.0000
H (-3.642, -2.364, -2.990)  0.0001
H (-1.653, -3.492, -2.495)  0.0001
H (-0.455, -2.241, -2.796)  0.0002
H (-0.566, -2.996, -1.196)  0.0035
F (4.501, -0.650, -1.884)  0.0032
C (3.686, -0.962, -2.900)  0.0031
F (4.339, -0.856, -4.038)  0.0001
F (3.291, -2.231, -2.726)  0.0028
C (2.474, -0.048, -2.856)  0.0429
C (2.171, 0.893, -3.840)  -0.0067
C (1.044, 1.688, -3.704)  0.0459
C (0.239, 1.552, -2.576)  0.0100
N (0.549, 0.664, -1.637)  0.0205
C (1.621, -0.126, -1.784)  0.0147
S (1.566, -1.195, -0.380)  0.4636
H (2.812, 0.990, -4.708)  -0.0010
H (0.788, 2.416, -4.462)  0.0020
H (-0.646, 2.155, -2.420)  -0.0001

Computed properties:
Multiplicity: 2
Relative energy (zero: lowest compared OMol25 entry of this formula, charge and spin), kcal per mole: 0.00
Highest occupied orbital energy (spin up / spin down), eV: -18.4870 / -18.6298
Net charge: +3
Gap between HOMO and LUMO (spin up / spin down), eV: 7.923 / 6.391



5.
DFT (wB97M-V/def2-TZVPD) results for 2 unconnected molecules or ions with the total composition H4O2 at a distorted geometry.

Last column: Mulliken charge in e.
Cartesian coordinates (Å):
H (-0.045, 0.567, -0.094)  0.4158
H (-0.321, 1.224, -1.697)  0.3117
H (0.835, -0.962, 1.180)  0.3698
H (-0.711, -1.324, 0.909)  0.3706
O (0.090, 1.508, -0.681)  -0.7268
O (0.153, -1.013, 0.382)  -0.7411

Computed properties:
Relative energy (zero: lowest compared OMol25 entry of this formula, charge and spin), kcal per mole: 30.30
Highest occupied orbital energy, eV: -10.2057
Gap between HOMO and LUMO, eV: 10.535
SMILES: O.O



6.
DFT (wB97M-V/def2-TZVPD) results for a single C12H12F2 molecule at a distorted geometry.

Last column: Mulliken charge in e.
Cartesian coordinates (Å):
C (-3.539, -0.883, -0.203)  -0.5581
C (-3.100, 0.321, -0.780)  -0.4236
C (-2.534, -1.754, 0.377)  -0.6713
C (-1.829, 0.763, -0.639)  -0.4389
C (-1.189, -1.338, 0.404)  -0.5372
C (-0.888, -0.045, 0.000)  -0.1862
C (2.385, 0.401, -0.760)  -0.2496
C (3.690, 0.536, -0.701)  -0.9351
C (1.114, 1.240, -0.775)  -0.6188
C (0.511, 0.366, 0.221)  1.6114
C (1.577, -0.793, -0.209)  0.9068
C (0.807, 0.768, 1.669)  -1.6196
F (2.082, -1.482, 0.828)  -0.3296
F (1.234, -1.833, -1.061)  -0.3406
H (-4.614, -1.120, -0.226)  0.3598
H (-3.649, 0.992, -1.455)  0.3095
H (-2.803, -2.658, 0.868)  0.4042
H (-1.642, 1.611, -1.253)  0.3439
H (-0.518, -1.961, 0.919)  0.4310
H (4.121, -0.367, -0.217)  0.2139
H (4.364, 1.205, -1.088)  0.4267
H (1.278, 2.309, -0.332)  0.2541
H (0.527, 1.332, -1.724)  0.3726
H (0.555, -0.052, 2.338)  0.3624
H (0.227, 1.556, 2.097)  0.4233
H (1.833, 0.885, 1.703)  0.4888

Computed properties:
Relative energy (zero: lowest compared OMol25 entry of this formula, charge and spin), kcal per mole: 0.00
Highest occupied orbital energy, eV: -8.9419
Gap between HOMO and LUMO, eV: 9.716
SMILES: C=C1C[C@@](C)(c2ccccc2)C1(F)F